A structure of composition C25H39BiCl3IN3O2Si, computed with ωB97M-V/def2-TZVPD.

XYZ file:
```
75
Properties=species:S:1:pos:R:3:forces:R:3
Bi -0.439 -0.340 -0.017 0.37 -0.03 -0.34
C 0.288 -1.772 -2.650 0.04 -0.11 0.03
C -0.023 -2.550 -1.542 0.06 -0.03 0.00
C -1.420 -2.204 -1.152 -0.10 0.08 -0.13
C -1.821 -1.203 -2.158 0.07 -0.13 0.03
C -0.795 -0.952 -3.041 -0.08 0.16 0.04
C -0.801 0.026 -4.191 0.00 0.09 -0.07
C -0.899 -0.756 -5.510 0.02 0.03 0.05
C 0.497 0.845 -4.188 -0.06 -0.06 -0.01
C -1.991 0.985 -4.085 0.05 -0.09 -0.04
C -2.524 -3.084 -0.522 -0.13 -0.09 0.21
C -3.923 -2.576 -0.918 0.14 0.00 -0.04
C -2.509 -3.093 1.011 0.07 -0.03 -0.10
C -2.415 -4.516 -1.071 0.04 0.07 -0.04
C 0.991 -3.563 -1.008 0.09 -0.09 0.08
C 2.406 -2.955 -1.065 -0.09 -0.01 0.00
C 0.992 -4.811 -1.910 -0.06 0.06 0.02
C 0.742 -3.985 0.440 -0.03 0.00 -0.16
H 1.240 -1.792 -3.159 0.05 0.03 0.06
H -2.827 -0.848 -2.272 -0.02 0.08 0.06
H -0.056 -1.439 -5.621 -0.02 -0.02 -0.01
H -0.890 -0.063 -6.353 0.01 -0.01 -0.01
H -1.824 -1.334 -5.553 0.02 -0.03 0.00
H 1.371 0.203 -4.299 0.02 0.03 0.02
H 0.598 1.414 -3.261 0.03 0.00 0.00
H 0.496 1.547 -5.022 0.00 0.02 0.01
H -2.941 0.453 -4.172 -0.01 0.02 0.04
H -1.951 1.712 -4.896 -0.01 0.01 0.00
H -1.972 1.532 -3.139 -0.02 0.01 0.00
H -4.106 -1.560 -0.558 -0.01 0.02 -0.02
H -4.667 -3.221 -0.452 -0.01 0.02 0.02
H -4.077 -2.616 -1.996 -0.04 0.02 0.00
H -2.817 -2.115 1.388 -0.04 -0.02 0.04
H -1.534 -3.331 1.426 -0.04 -0.01 0.01
H -3.223 -3.828 1.387 0.00 0.01 0.01
H -2.271 -4.503 -2.153 -0.02 -0.04 -0.01
H -3.339 -5.055 -0.859 0.00 -0.01 0.01
H -1.600 -5.074 -0.620 -0.04 0.01 -0.04
H 2.736 -2.767 -2.086 0.01 -0.01 -0.02
H 3.115 -3.659 -0.623 0.00 0.01 0.01
H 2.448 -2.018 -0.508 0.03 -0.01 -0.06
H 1.146 -4.532 -2.953 0.02 -0.02 -0.01
H 0.057 -5.363 -1.840 0.02 -0.02 -0.04
H 1.803 -5.475 -1.608 -0.01 -0.02 -0.01
H 0.779 -3.120 1.105 -0.02 0.00 0.10
H 1.518 -4.686 0.748 0.03 0.04 0.03
H -0.213 -4.486 0.563 0.07 -0.01 0.05
Cl -0.471 -2.160 3.788 0.26 -0.32 0.03
Si -0.777 -0.485 2.664 -0.55 0.13 0.30
Cl 0.371 1.015 3.474 0.17 0.14 0.05
Cl -2.726 0.021 3.179 0.04 -0.02 -0.02
N -1.627 4.465 3.133 0.05 0.06 0.03
C -2.803 4.394 2.471 0.01 -0.04 0.03
O -3.725 5.154 2.677 0.07 -0.05 -0.05
C -2.951 3.305 1.431 -0.11 0.09 -0.05
C -4.160 3.263 0.743 0.07 -0.03 0.05
C -4.360 2.292 -0.222 0.07 0.02 0.03
C -3.361 1.359 -0.430 -0.07 0.09 0.05
N -2.207 1.383 0.238 0.04 -0.05 -0.06
C -1.995 2.355 1.133 -0.04 0.11 -0.07
H -1.548 5.174 3.841 0.02 0.00 0.02
H -0.872 3.813 3.027 -0.05 -0.04 0.01
H -4.909 4.001 0.996 -0.02 0.02 -0.07
H -5.267 2.254 -0.808 -0.03 -0.05 0.05
H -3.474 0.570 -1.154 -0.05 -0.03 -0.05
H -1.027 2.349 1.616 -0.01 -0.03 0.01
N 2.951 -2.552 2.967 -0.17 -0.04 -0.08
C 3.004 -1.565 2.066 0.17 0.31 -0.26
O 2.016 -0.964 1.634 -0.13 -0.26 0.12
C 4.388 -1.219 1.576 0.07 0.11 0.18
I 5.368 -0.004 3.055 -0.09 -0.11 -0.18
H 2.069 -2.795 3.383 -0.15 -0.01 0.08
H 3.788 -2.979 3.322 0.02 0.05 0.03
H 4.339 -0.637 0.665 -0.06 0.02 0.01
H 5.001 -2.104 1.435 0.05 0.02 0.01
```
Positions in Å, forces in eV/Å.

- maximum force (eV/A) = 0.6
- net charge = +1
- HOMO level (eV) = -11.46